No. 1
Here is a structure of composition C50H32F18Ge2N4ReS from the OMol25 dataset. Energies are from ωB97M-V/def2-TZVPD.

Each line ends with the Mulliken charge.
Atoms and positions in Å:
Re  -0.38  -0.23  0.16  0.093
F  -2.65  -0.70  -1.77  -0.101
C  -2.23  -1.08  -0.50  -0.425
F  -2.26  -2.48  -0.59  -0.349
F  -3.34  -0.83  0.28  -0.164
N  -3.07  6.78  0.30  -0.722
C  -2.70  5.69  0.23  -0.100
C  -2.23  4.35  0.14  0.512
C  -1.32  3.96  -0.84  -1.073
C  -0.85  2.66  -0.90  -0.077
C  -1.24  1.65  0.02  -0.268
C  -2.22  2.08  0.97  0.273
C  -2.69  3.37  1.04  -0.893
H  -0.97  4.69  -1.56  0.491
H  -0.12  2.41  -1.66  0.412
H  -2.60  1.35  1.67  0.360
H  -3.42  3.64  1.79  0.452
C  0.89  2.75  1.91  -0.172
N  2.13  2.66  1.16  0.455
C  2.67  3.93  0.74  -1.291
C  2.54  1.48  0.61  -0.202
N  1.77  0.47  0.44  0.311
N  3.90  1.47  0.24  0.200
C  4.85  1.75  1.30  -1.213
C  4.33  0.40  -0.64  -1.084
H  1.07  3.32  2.83  0.481
H  0.53  1.76  2.16  -0.517
H  0.11  3.26  1.33  -0.045
H  1.88  4.53  0.28  0.297
H  3.47  3.79  0.02  0.416
H  3.05  4.49  1.60  0.319
H  2.30  -0.35  0.19  0.251
H  4.46  2.51  1.97  0.368
H  5.79  2.09  0.87  0.328
H  5.06  0.85  1.90  0.326
H  4.46  -0.56  -0.11  0.310
H  5.29  0.67  -1.07  0.297
H  3.61  0.26  -1.44  0.330
C  -0.52  -0.85  1.81  -0.453
Ge  -0.49  -1.07  3.67  3.103
C  -0.32  0.58  4.74  -0.201
C  -1.39  1.48  4.78  -0.237
C  -1.29  2.70  5.44  -0.591
C  -0.10  3.04  6.08  -0.469
C  0.97  2.16  6.05  -0.632
C  0.86  0.95  5.38  -0.276
C  1.07  -2.16  4.21  -0.446
C  1.98  -2.55  3.23  -0.303
C  3.11  -3.29  3.56  -0.713
C  3.35  -3.64  4.88  -0.359
C  2.45  -3.27  5.87  -0.706
C  1.33  -2.53  5.53  -0.001
C  -2.14  -1.94  4.29  -0.250
C  -2.50  -1.99  5.64  -0.293
C  -3.67  -2.61  6.04  -0.626
C  -4.51  -3.18  5.09  -0.341
C  -4.17  -3.12  3.75  -0.655
C  -2.99  -2.50  3.35  -0.241
H  -2.32  1.23  4.27  0.259
H  -2.13  3.38  5.44  0.393
H  -0.01  4.00  6.58  0.335
H  1.90  2.43  6.54  0.363
H  1.71  0.27  5.36  0.296
H  1.77  -2.28  2.20  0.211
H  3.81  -3.59  2.78  0.401
H  4.23  -4.22  5.13  0.352
H  2.63  -3.55  6.90  0.369
H  0.63  -2.23  6.31  0.252
H  -1.86  -1.53  6.39  0.234
H  -3.94  -2.65  7.09  0.371
H  -5.43  -3.66  5.40  0.343
H  -4.83  -3.55  3.00  0.422
H  -2.74  -2.44  2.30  0.249
F  3.06  -2.00  -3.81  -0.226
C  2.48  -2.26  -4.99  -0.054
C  1.24  -1.76  -5.32  0.174
C  0.77  -2.09  -6.58  0.159
F  -0.43  -1.64  -6.98  -0.369
C  1.47  -2.88  -7.47  0.024
F  0.97  -3.17  -8.68  -0.322
C  2.71  -3.36  -7.11  0.745
F  3.41  -4.12  -7.96  -0.329
C  3.22  -3.05  -5.86  -0.093
F  4.43  -3.52  -5.51  -0.325
Ge  0.05  -0.69  -4.10  0.588
S  0.92  -0.16  -2.25  -0.297
C  -0.40  0.96  -5.14  -0.340
C  0.41  1.50  -6.12  0.549
F  1.51  0.86  -6.55  -0.360
C  0.15  2.73  -6.71  0.062
F  0.95  3.22  -7.66  -0.326
C  -0.96  3.45  -6.31  0.777
F  -1.23  4.63  -6.87  -0.337
C  -1.79  2.95  -5.32  -0.027
F  -2.86  3.64  -4.95  -0.334
C  -1.49  1.72  -4.75  0.325
F  -2.32  1.27  -3.82  -0.345
C  -1.51  -1.91  -4.09  -0.229
C  -1.38  -3.08  -3.37  0.510
F  -0.21  -3.40  -2.82  -0.471
C  -2.42  -3.98  -3.21  0.290
F  -2.26  -5.11  -2.51  -0.366
C  -3.64  -3.71  -3.80  0.751
F  -4.66  -4.57  -3.66  -0.352
C  -3.80  -2.56  -4.55  0.285
F  -4.98  -2.32  -5.15  -0.349
C  -2.74  -1.69  -4.69  0.235
F  -2.95  -0.61  -5.46  -0.365

The value obtained for the total energy is -233240.155 eV. The HOMO energy (spin up / spin down) comes out at -0.2 / -1.0 eV. The LUMO energy (spin up / spin down) is 3.714 / 3.712 eV. Its energy above the lowest of the compared OMol25 structures with the same formula, charge and spin is 0.0 kcal/mol. As for the multiplicity: 2. The total charge is -2.


No. 2
Here is a cluster of 7 separate species, C50H35NO27 in total at a distorted geometry from the OMol25 dataset. Energies are from ωB97M-V/def2-TZVPD.

Each line ends with the Mulliken charge.
Atoms and positions in Å:
O  2.64  -0.60  0.11  -0.665
C  2.04  -1.14  -0.78  0.492
C  0.60  -0.88  -0.94  -0.550
C  -0.15  -1.40  -1.91  0.434
C  -1.59  -1.14  -2.02  0.663
C  -2.53  -2.16  -2.20  -0.592
C  -3.86  -1.80  -2.28  -0.762
N  -4.35  -0.56  -2.16  -0.502
C  -3.45  0.41  -1.99  -0.892
C  -2.09  0.15  -1.92  -0.414
C  0.53  -2.29  -2.91  0.168
O  -0.07  -2.69  -3.87  -0.587
C  1.94  -2.61  -2.69  -0.166
C  2.69  -2.08  -1.73  -0.173
C  4.14  -2.35  -1.49  -0.882
C  5.05  -1.95  -2.65  0.111
C  4.61  -0.84  -3.51  -0.649
O  4.59  -2.28  -3.91  -0.492
H  0.14  -0.24  -0.20  0.783
H  -2.22  -3.19  -2.30  0.479
H  -4.59  -2.59  -2.43  0.419
H  -3.80  1.43  -1.89  0.532
H  -1.41  0.98  -1.77  0.522
H  2.38  -3.29  -3.40  0.499
H  4.48  -1.72  -0.67  0.305
H  4.33  -3.40  -1.31  0.435
H  6.11  -2.00  -2.45  0.610
H  3.63  -0.41  -3.40  0.192
H  5.20  -0.53  -4.36  0.386
O  -10.84  0.16  1.07  -0.662
C  -9.66  0.19  0.79  1.196
C  -9.12  -0.13  -0.52  -1.000
C  -7.80  -0.09  -0.72  0.584
O  -7.23  -0.37  -1.89  -0.645
C  -6.84  0.28  0.38  0.932
O  -5.67  0.28  0.07  -0.531
C  -7.37  0.62  1.68  -0.902
C  -8.69  0.58  1.88  0.074
O  -9.26  0.88  3.04  -0.604
H  -9.82  -0.40  -1.30  0.465
H  -6.24  -0.28  -1.78  0.419
H  -6.67  0.90  2.46  0.527
H  -10.22  0.77  2.91  0.362
O  9.20  -7.80  -4.58  -0.618
C  9.06  -6.69  -4.10  0.977
C  9.75  -5.50  -4.57  -0.964
C  9.53  -4.33  -3.96  0.363
O  10.12  -3.20  -4.33  -0.561
C  8.58  -4.19  -2.80  1.070
O  8.46  -3.09  -2.30  -0.667
C  7.88  -5.37  -2.35  -1.000
C  8.09  -6.55  -2.95  0.408
O  7.48  -7.67  -2.60  -0.571
H  10.43  -5.61  -5.40  0.417
H  9.79  -2.51  -3.73  0.359
H  7.19  -5.26  -1.52  0.439
H  7.82  -8.37  -3.19  0.368
O  1.55  2.54  2.50  -0.683
C  1.27  1.74  3.37  0.963
C  1.44  0.31  3.26  -0.983
C  1.09  -0.49  4.27  0.357
O  1.22  -1.81  4.23  -0.621
C  0.50  0.06  5.55  1.125
O  0.18  -0.73  6.42  -0.732
C  0.35  1.49  5.67  -1.092
C  0.71  2.29  4.66  0.340
O  0.60  3.61  4.70  -0.586
H  1.87  -0.07  2.34  0.684
H  0.89  -2.14  5.08  0.391
H  -0.06  1.88  6.60  0.451
H  0.93  3.93  3.84  0.362
O  -2.37  2.55  -3.93  -0.592
C  -1.31  3.10  -4.18  1.016
C  -0.13  2.40  -4.64  -0.983
C  1.00  3.08  -4.87  0.394
O  2.12  2.52  -5.29  -0.581
C  1.08  4.57  -4.66  1.000
O  2.15  5.11  -4.88  -0.624
C  -0.11  5.28  -4.22  -0.963
C  -1.24  4.59  -3.99  0.260
O  -2.37  5.16  -3.59  -0.579
H  -0.20  1.33  -4.79  0.532
H  2.77  3.24  -5.37  0.361
H  -0.04  6.35  -4.09  0.430
H  -3.02  4.44  -3.50  0.351
O  -7.05  8.07  0.33  -0.629
C  -7.54  6.96  0.38  0.970
C  -8.64  6.52  -0.47  -0.925
C  -9.13  5.28  -0.33  0.304
O  -10.13  4.81  -1.07  -0.599
C  -8.58  4.32  0.68  0.970
O  -9.09  3.22  0.75  -0.484
C  -7.47  4.74  1.51  -1.048
C  -6.98  5.98  1.37  0.406
O  -5.97  6.45  2.09  -0.584
H  -9.03  7.23  -1.19  0.430
H  -10.28  3.90  -0.76  0.356
H  -7.07  4.04  2.23  0.500
H  -5.82  7.36  1.79  0.359
O  3.11  -0.44  6.16  -0.490
C  3.98  -1.25  6.43  1.012
C  5.23  -1.36  5.70  -1.113
C  6.13  -2.29  6.07  0.365
O  7.29  -2.45  5.46  -0.581
C  5.87  -3.23  7.21  1.022
O  6.73  -4.06  7.46  -0.623
C  4.63  -3.11  7.95  -0.944
C  3.73  -2.18  7.58  0.378
O  2.57  -2.01  8.20  -0.589
H  5.40  -0.68  4.88  0.480
H  7.74  -3.19  5.92  0.363
H  4.46  -3.78  8.77  0.437
H  2.10  -1.29  7.74  0.318

The value obtained for the total energy is -109185.197 eV. The HOMO energy comes out at -9.2 eV. The LUMO energy is -1.696 eV. The total charge is 0. The SMILES is O=C1C=C(c2ccncc2)C(=O)C=C1C[C@@H]1CO1.O=C1C=C(O)C(=O)C=C1O.O=C1C=C(O)C(=O)C=C1O.O=C1C=C(O)C(=O)C=C1O.O=C1C=C(O)C(=O)C=C1O.O=C1C=C(O)C(=O)C=C1O.O=C1C=C(O)C(=O)C=C1O.


No. 3
Here is a cluster of 4 separate species, C50H36BrNO7P in total at a distorted geometry from the OMol25 dataset. Energies are from ωB97M-V/def2-TZVPD.

Each line ends with the Mulliken charge.
Atoms and positions in Å:
C  1.93  -1.12  1.25  -0.999
C  3.17  -0.23  1.10  -0.413
C  2.94  1.02  0.19  -1.411
C  1.53  1.46  0.35  0.742
C  1.19  2.08  1.52  -0.673
C  -0.07  2.46  1.71  -0.655
N  -0.99  2.22  0.79  0.237
P  -2.66  2.76  1.23  0.307
O  -3.09  3.55  -0.09  -0.436
Br  -3.82  0.85  1.28  -0.109
C  -0.68  1.64  -0.37  -0.259
C  0.57  1.24  -0.61  -0.730
H  1.40  -1.27  0.31  0.197
H  1.25  -0.73  2.01  0.285
H  2.22  -2.10  1.61  0.433
H  4.00  -0.83  0.74  0.442
H  3.35  0.17  2.09  0.300
H  3.17  0.81  -0.84  0.440
H  3.56  1.84  0.53  0.343
H  1.95  2.24  2.26  0.590
H  -0.32  2.94  2.64  0.577
H  -4.02  3.39  -0.32  0.349
H  -1.45  1.45  -1.10  0.721
H  0.87  0.76  -1.52  0.763
C  1.40  6.45  2.50  -0.651
C  0.04  6.23  2.67  -0.514
C  -0.54  6.39  3.92  -0.712
C  0.25  6.75  5.01  0.304
C  1.62  6.94  4.84  0.242
C  2.19  6.80  3.58  -0.627
C  2.49  7.29  6.00  0.571
O  3.68  7.46  5.85  -0.644
C  1.86  7.40  7.34  0.183
C  2.66  7.67  8.45  -0.577
C  2.09  7.79  9.70  -0.479
C  0.71  7.66  9.86  -0.483
C  -0.09  7.39  8.76  -0.556
C  0.48  7.25  7.50  0.222
C  -0.39  6.93  6.34  0.533
O  -1.59  6.81  6.47  -0.651
H  1.85  6.34  1.52  0.475
H  -0.58  5.95  1.83  0.597
H  -1.60  6.23  4.06  0.494
H  3.25  6.97  3.45  0.505
H  3.73  7.77  8.33  0.477
H  2.71  7.99  10.56  0.405
H  0.27  7.76  10.84  0.411
H  -1.16  7.28  8.88  0.476
C  -2.82  -1.94  -5.74  -0.578
C  -2.43  -1.01  -4.78  -0.482
C  -1.09  -0.77  -4.55  -0.575
C  -0.13  -1.46  -5.26  0.355
C  -0.51  -2.41  -6.21  0.402
C  -1.85  -2.64  -6.45  -0.773
C  0.52  -3.19  -6.95  0.492
O  0.20  -4.01  -7.78  -0.647
C  1.96  -2.93  -6.64  0.188
C  2.93  -3.69  -7.28  -0.543
C  4.27  -3.46  -7.01  -0.494
C  4.65  -2.47  -6.11  -0.537
C  3.68  -1.71  -5.47  -0.476
C  2.33  -1.95  -5.72  0.179
C  1.31  -1.16  -5.00  0.532
O  1.62  -0.29  -4.20  -0.729
H  -3.86  -2.13  -5.92  0.428
H  -3.18  -0.48  -4.21  0.437
H  -0.80  -0.04  -3.80  0.518
H  -2.15  -3.37  -7.20  0.508
H  2.64  -4.46  -7.98  0.491
H  5.03  -4.05  -7.51  0.407
H  5.69  -2.28  -5.91  0.409
H  3.97  -0.95  -4.77  0.478
C  -3.78  -2.52  -0.07  -0.547
C  -2.66  -2.23  -0.84  0.236
C  -1.93  -3.26  -1.40  -0.841
C  -2.31  -4.58  -1.19  0.293
C  -3.42  -4.86  -0.40  0.182
C  -4.17  -3.83  0.15  -0.909
C  -3.82  -6.28  -0.13  0.620
O  -4.79  -6.52  0.55  -0.653
C  -2.99  -7.37  -0.71  0.169
C  -3.30  -8.69  -0.42  -0.575
C  -2.55  -9.71  -0.96  -0.482
C  -1.48  -9.43  -1.80  -0.497
C  -1.15  -8.11  -2.08  -0.549
C  -1.90  -7.08  -1.53  0.214
C  -1.51  -5.67  -1.83  0.469
O  -0.58  -5.41  -2.55  -0.693
H  -4.34  -1.69  0.35  0.206
H  -2.36  -1.20  -0.99  0.354
H  -1.06  -3.03  -2.00  0.705
H  -5.04  -4.05  0.75  0.490
H  -4.14  -8.91  0.23  0.477
H  -2.79  -10.74  -0.73  0.409
H  -0.89  -10.23  -2.22  0.412
H  -0.32  -7.89  -2.73  0.481

The value obtained for the total energy is -147584.852 eV. The HOMO energy comes out at -11.4 eV. The LUMO energy is -4.087 eV. The total charge is +1.


No. 4
Here is a structure of composition C50H36N5O6PSTi at a distorted geometry from the OMol25 dataset. Energies are from ωB97M-V/def2-TZVPD.

Each line ends with the Mulliken charge.
Atoms and positions in Å:
Ti  -0.17  -0.02  -0.15  -0.137
C  -6.32  -8.49  0.68  -0.869
O  -5.00  -8.00  0.72  -0.427
C  -4.46  -7.56  -0.45  0.857
C  -3.16  -7.05  -0.37  -0.731
C  -2.53  -6.56  -1.49  0.159
C  -3.19  -6.57  -2.72  -0.066
C  -4.45  -7.11  -2.81  -0.626
C  -5.11  -7.59  -1.68  -0.439
N  -2.51  -6.16  -3.94  -0.755
N  -1.95  -5.06  -4.05  -0.206
C  -2.06  -3.99  -3.09  -0.209
C  -3.19  -3.64  -2.40  -0.475
C  -3.22  -2.54  -1.52  -0.895
C  -2.07  -1.79  -1.30  0.547
O  -1.96  -0.83  -0.43  -0.643
C  -0.93  -2.08  -2.12  0.066
N  0.12  -1.22  -1.94  0.670
C  1.19  -1.39  -2.66  -0.267
C  1.31  -2.45  -3.59  -1.301
C  0.28  -3.33  -3.75  -0.696
C  -0.91  -3.16  -3.00  1.113
H  -6.58  -8.75  1.70  0.235
H  -6.40  -9.37  0.04  0.342
H  -7.01  -7.72  0.32  0.351
H  -2.66  -7.05  0.59  0.447
H  -1.53  -6.16  -1.41  0.416
H  -4.93  -7.15  -3.78  0.377
H  -6.10  -8.00  -1.78  0.390
H  -4.10  -4.20  -2.53  0.393
H  -4.12  -2.29  -0.98  0.515
H  1.99  -0.67  -2.51  0.568
H  2.22  -2.54  -4.16  0.441
H  0.35  -4.15  -4.46  0.486
S  1.00  -3.46  2.69  -0.271
C  2.23  -3.48  1.50  -0.811
C  2.06  -2.48  0.58  -0.786
C  0.92  -1.63  0.82  1.583
C  0.27  -2.08  1.94  -0.362
C  -0.89  -1.40  2.53  1.131
C  -1.62  -1.90  3.60  -1.089
C  -2.69  -1.19  4.09  -0.677
C  -3.02  0.03  3.50  -1.367
C  -2.25  0.46  2.44  -0.418
N  -1.20  -0.22  1.97  0.794
H  3.00  -4.23  1.53  0.496
H  2.74  -2.35  -0.25  0.425
H  -1.35  -2.86  4.03  0.486
H  -3.26  -1.57  4.93  0.413
H  -3.86  0.62  3.84  0.505
H  -2.48  1.39  1.93  0.363
O  -3.42  5.77  -2.94  -0.731
C  -2.53  5.10  -3.49  0.246
O  -1.86  5.32  -4.51  -0.719
C  -2.04  3.90  -2.64  0.187
C  -2.87  3.29  -1.72  -1.331
C  -2.40  2.24  -0.96  -0.503
N  -1.14  1.82  -1.01  0.937
C  -0.33  2.42  -1.89  0.858
C  -0.74  3.41  -2.76  -0.887
C  1.10  1.92  -1.87  -0.021
O  1.95  2.32  -2.63  -0.746
O  1.30  1.02  -0.93  -0.047
H  -3.88  3.66  -1.61  0.506
H  -3.05  1.70  -0.27  0.560
H  -0.06  3.83  -3.49  0.602
C  5.79  2.10  1.38  -0.554
C  5.07  3.00  2.16  -0.751
C  3.70  2.86  2.28  -0.308
C  3.02  1.84  1.62  0.219
C  3.75  0.94  0.85  0.182
C  5.13  1.07  0.73  -0.731
P  1.21  1.62  1.81  2.262
C  0.57  3.29  1.48  0.229
C  1.21  4.12  0.56  -0.847
C  0.61  5.29  0.11  -0.814
C  -0.65  5.65  0.58  -0.564
C  -1.29  4.84  1.51  -1.406
C  -0.69  3.67  1.95  -0.178
C  1.17  1.40  3.64  0.865
C  1.58  0.15  4.10  -0.725
C  1.59  -0.15  5.45  -0.730
C  1.19  0.81  6.37  -0.649
C  0.79  2.06  5.93  -0.666
C  0.78  2.35  4.57  -0.536
H  6.86  2.22  1.28  0.375
H  5.57  3.81  2.68  0.418
H  3.14  3.56  2.90  0.368
H  3.24  0.14  0.33  -0.157
H  5.69  0.37  0.12  0.444
H  2.18  3.84  0.17  0.262
H  1.10  5.89  -0.63  0.388
H  -1.13  6.54  0.20  0.410
H  -2.27  5.11  1.88  0.399
H  -1.22  3.04  2.64  0.698
H  1.90  -0.61  3.39  0.429
H  1.91  -1.13  5.78  0.465
H  1.19  0.58  7.43  0.375
H  0.49  2.82  6.64  0.432
H  0.48  3.34  4.25  0.437

The value obtained for the total energy is -115414.544 eV. The HOMO energy (spin up / spin down) comes out at -5.1 / -5.3 eV. The LUMO energy (spin up / spin down) is 1.698 / 1.596 eV. As for the multiplicity: 2. The total charge is -1.